Below is a 2-piece molecular cluster, C3H12N2OS overall, with properties calculated with ωB97M-V with the def2-TZVPD basis set.

The HOMO energy is -9.20 eV. As for the multiplicity: 1. The calculation puts the frontier orbital gap at 10.0 eV. The total charge is 0. The SMILES is NC[C@@H](N)CS.O. The largest force on an atom comes out at 2.6 eV/Å.

Each atom is followed by the atoms it is bonded to, with distances in Å.
CARTESIAN COORDINATES (ANGSTROEM)
1 N -0.473 -0.446 0.337  C2 1.491, H7 1.028, H8 1.029
2 C 0.834 -0.154 0.993  N1 1.491, C3 1.585, C5 1.503, H9 1.094
3 C 1.765 0.960 0.357  C2 1.585, S4 1.812, H10 1.071, H11 1.058
4 S 1.041 2.022 -0.920  C3 1.812, H12 1.337
5 C 0.673 -0.050 2.484  C2 1.503, N6 1.461, H13 1.098, H14 1.093
6 N 0.025 -1.247 3.013  C5 1.461, H15 1.007, H16 1.012
7 H -0.620 0.228 -0.425  N1 1.028
8 H -1.151 -0.013 0.978  N1 1.029
9 H 1.406 -1.036 0.689  C2 1.094
10 H 1.939 1.646 1.161  C3 1.071
11 H 2.683 0.502 0.100  C3 1.058
12 H 1.864 1.627 -1.897  S4 1.337
13 H -0.029 0.772 2.674  C5 1.098
14 H 1.647 0.167 2.931  C5 1.093
15 H 0.311 -2.050 2.476  N6 1.007
16 H 0.315 -1.313 3.981  N6 1.012
17 H -3.951 -2.935 -5.262  O19 0.962
18 H -3.854 -3.013 -3.726  O19 0.961
19 O -4.186 -2.476 -4.450  H17 0.962, H18 0.961

Results of the natural (NBO) charge analysis, in e, for atoms 1 through 6:
1. N -0.821
2. C -0.069
3. C -0.531
4. S -0.040
5. C -0.229
6. N -0.831

Below is a 2-piece molecular cluster, C3H12N2OS overall, with properties calculated with ωB97M-V with the def2-TZVPD basis set.

The HOMO energy is -9.04 eV. As for the multiplicity: 1. The calculation puts the frontier orbital gap at 9.9 eV. The total charge is 0. The SMILES is NCNCCS.O. The largest force on an atom comes out at 1.6 eV/Å.

Each atom is followed by the atoms it is bonded to, with distances in Å.
CARTESIAN COORDINATES (ANGSTROEM)
1 C 0.871 -1.381 -0.148  C2 1.511, N4 1.431, H7 1.085, H8 1.100
2 C 1.149 -0.789 1.214  C1 1.511, S3 1.820, H9 1.079, H10 1.072
3 S 1.307 1.022 1.309  C2 1.820, H11 1.340
4 N -0.468 -1.129 -0.587  C1 1.431, C5 1.484, H12 1.010
5 C -0.546 -0.340 -1.841  N4 1.484, N6 1.408, H13 1.088, H14 1.082
6 N -0.415 1.058 -1.733  C5 1.408, H15 1.019, H16 1.002
7 H 1.586 -1.002 -0.870  C1 1.085
8 H 1.049 -2.458 -0.013  C1 1.100
9 H 2.093 -1.126 1.614  C2 1.079
10 H 0.391 -1.106 1.903  C2 1.072
11 H 0.072 1.308 0.872  S3 1.340
12 H -1.049 -1.936 -0.761  N4 1.010
13 H 0.216 -0.712 -2.523  C5 1.088
14 H -1.486 -0.608 -2.305  C5 1.082
15 H 0.429 1.442 -1.310  N6 1.019
16 H -1.208 1.648 -1.568  N6 1.002
17 H -1.704 0.081 0.291  O19 0.978
18 H -2.656 1.287 0.530  O19 0.961
19 O -2.556 0.346 0.693  H17 0.978, H18 0.961

Results of the natural (NBO) charge analysis, in e, for atoms 1 through 6:
1. C -0.240
2. C -0.507
3. S -0.059
4. N -0.673
5. C -0.054
6. N -0.873

Below is a 2-piece molecular cluster, C3H12N2OS overall, with properties calculated with ωB97M-V with the def2-TZVPD basis set.

The HOMO energy is -9.22 eV. As for the multiplicity: 1. The calculation puts the frontier orbital gap at 10.0 eV. The total charge is 0. The SMILES is NC[C@H](N)CS.O. The largest force on an atom comes out at 0.8 eV/Å.

Each atom is followed by the atoms it is bonded to, with distances in Å.
CARTESIAN COORDINATES (ANGSTROEM)
1 N 0.274 1.279 -0.520  C2 1.459, H7 1.015, H8 1.012
2 C 0.541 -0.069 -0.032  N1 1.459, C3 1.524, C5 1.518, H9 1.101
3 C 1.993 -0.421 -0.332  C2 1.524, S4 1.799, H10 1.100, H11 1.093
4 S 3.181 0.495 0.662  C3 1.799, H12 1.337
5 C -0.406 -1.040 -0.714  C2 1.518, N6 1.469, H13 1.086, H14 1.096
6 N -1.785 -0.875 -0.236  C5 1.469, H15 1.008, H16 1.011
7 H 0.842 1.954 -0.018  N1 1.015
8 H -0.693 1.543 -0.385  N1 1.012
9 H 0.416 -0.172 1.057  C2 1.101
10 H 2.230 -0.189 -1.381  C3 1.100
11 H 2.177 -1.495 -0.263  C3 1.093
12 H 3.056 -0.222 1.783  S4 1.337
13 H -0.391 -0.849 -1.783  C5 1.086
14 H -0.086 -2.082 -0.606  C5 1.096
15 H -1.973 -1.486 0.543  N6 1.008
16 H -2.463 -0.975 -0.979  N6 1.011
17 H -2.354 0.825 0.722  O19 0.976
18 H -1.905 2.068 1.483  O19 0.962
19 O -2.655 1.712 0.998  H17 0.976, H18 0.962

Results of the natural (NBO) charge analysis, in e, for atoms 1 through 6:
1. N -0.854
2. C -0.075
3. C -0.530
4. S -0.030
5. C -0.223
6. N -0.872

Below is a 2-piece molecular cluster, C3H12N2OS overall, with properties calculated with ωB97M-V with the def2-TZVPD basis set.

The HOMO energy is -9.01 eV. As for the multiplicity: 1. The calculation puts the frontier orbital gap at 9.9 eV. The total charge is 0. The SMILES is NC[C@H](N)CS.O. The largest force on an atom comes out at 1.6 eV/Å.

Each atom is followed by the atoms it is bonded to, with distances in Å.
CARTESIAN COORDINATES (ANGSTROEM)
1 N 0.333 1.044 0.866  C2 1.455, H7 1.006, H8 1.006
2 C 0.822 -0.196 0.283  N1 1.455, C3 1.509, C5 1.531, H9 1.098
3 C 2.325 -0.125 0.178  C2 1.509, S4 1.826, H10 1.075, H11 1.084
4 S 3.109 -0.016 1.824  C3 1.826, H12 1.329
5 C 0.231 -0.276 -1.127  C2 1.531, N6 1.439, H13 1.088, H14 1.098
6 N -1.204 -0.191 -1.169  C5 1.439, H15 1.007, H16 1.011
7 H 0.432 1.138 1.862  N1 1.006
8 H -0.594 1.303 0.574  N1 1.006
9 H 0.465 -1.047 0.877  C2 1.098
10 H 2.594 0.766 -0.359  C3 1.075
11 H 2.705 -1.037 -0.269  C3 1.084
12 H 3.336 -1.315 1.991  S4 1.329
13 H 0.695 0.561 -1.645  C5 1.088
14 H 0.649 -1.176 -1.598  C5 1.098
15 H -1.554 -0.093 -2.108  N6 1.007
16 H -1.600 -0.963 -0.649  N6 1.011
17 H -3.479 0.430 0.027  O19 0.967
18 H -4.847 0.996 0.380  O19 0.962
19 O -4.417 0.196 0.062  H17 0.967, H18 0.962

Results of the natural (NBO) charge analysis, in e, for atoms 1 through 6:
1. N -0.876
2. C -0.070
3. C -0.503
4. S -0.050
5. C -0.217
6. N -0.864

Below is a 2-piece molecular cluster, C3H12N3 overall, with properties calculated with ωB97M-V with the def2-TZVPD basis set.

The HOMO energy is -14.19 eV. As for the multiplicity: 1. The calculation puts the frontier orbital gap at 11.0 eV. The total charge is +1. The largest force on an atom comes out at 4.0 eV/Å.

Each atom is followed by the atoms it is bonded to, with distances in Å.
CARTESIAN COORDINATES (ANGSTROEM)
1 C -1.601 0.690 -0.228  C3 1.566, H7 1.081, H8 1.078, H9 1.117
2 C 0.251 2.053 1.052  C3 1.493, H10 1.111, H11 1.071, H12 1.060
3 C -0.153 0.793 0.359  C1 1.566, C2 1.493, N5 1.253
4 N -0.154 -2.284 -1.293  H13 0.969, H14 1.036, H18 1.014
5 N 0.527 -0.231 0.120  C3 1.253, N6 1.367, H15 1.117
6 N 1.704 -0.549 0.737  N5 1.367, H16 1.029, H17 1.016
7 H -1.516 0.923 -1.281  C1 1.081
8 H -2.260 1.372 0.284  C1 1.078
9 H -1.876 -0.367 0.007  C1 1.117
10 H 1.252 1.898 1.509  C2 1.111
11 H -0.310 2.178 1.955  C2 1.071
12 H 0.147 2.933 0.469  C2 1.060
13 H -0.298 -3.199 -1.009  N4 0.969
14 H 0.553 -2.209 -2.047  N4 1.036
15 H 0.097 -1.210 -0.202  N5 1.117
16 H 2.305 -1.071 0.085  N6 1.029
17 H 2.357 0.147 1.087  N6 1.016
18 H -1.023 -1.867 -1.606  N4 1.014

Results of the natural (NBO) charge analysis, in e, for atoms 1 through 6:
1. C -0.653
2. C -0.693
3. C 0.416
4. N -1.049
5. N -0.302
6. N -0.628

Below is a 2-piece molecular cluster, C3H12N3 overall, with properties calculated with ωB97M-V with the def2-TZVPD basis set.

The HOMO energy (spin up / spin down) is -9.97 / -15.32 eV. As for the multiplicity: 3. The calculation puts the frontier orbital gap (spin up / spin down) at 6.9 / 8.3 eV. The total charge is +1. The largest force on an atom comes out at 10.5 eV/Å.

Each atom is followed by the atoms it is bonded to, with distances in Å.
CARTESIAN COORDINATES (ANGSTROEM)
1 C -0.748 -0.488 -1.566  C3 1.479, H7 1.091, H8 1.093, H9 1.086
2 C 1.757 -0.661 -1.099  C3 1.489, H10 1.090, H11 1.092, H12 1.086
3 C 0.367 -0.490 -0.594  C1 1.479, C2 1.489, N5 1.287
4 N -1.769 1.386 1.256  H13 1.016, H14 1.013, H18 1.014
5 N 0.132 -0.262 0.651  C3 1.287, N6 1.363, H15 1.113
6 N 1.080 -0.154 1.623  N5 1.363, H16 1.012, H17 1.012
7 H -0.687 -1.386 -2.182  C1 1.091
8 H -0.643 0.359 -2.249  C1 1.093
9 H -1.720 -0.447 -1.085  C1 1.086
10 H 2.220 -1.576 -0.732  C2 1.090
11 H 2.368 0.178 -0.759  C2 1.092
12 H 1.774 -0.683 -2.185  C2 1.086
13 H -2.711 1.013 1.343  N4 1.016
14 H -1.785 2.110 0.547  N4 1.013
15 H -0.797 0.286 0.924  N5 1.113
16 H 1.966 -0.601 1.423  N6 1.012
17 H 0.723 -0.391 2.540  N6 1.012
18 H -1.527 1.808 2.146  N4 1.014

Results of the natural (NBO) charge analysis, in e, for atoms 1 through 6:
1. C -0.663
2. C -0.685
3. C 0.176
4. N -1.044
5. N -0.267
6. N -0.376

no.,M (g/mol)
1,124.21
2,124.21
3,124.21
4,124.21
5,90.15
6,90.15